No. 1
ORCA calculation (ωB97M-V/def2-TZVPD) on a single C3H5NO molecule in a non-equilibrium geometry.

Cartesian coordinates (Å):
C1 0.69572 2.26753 -2.43217
C2 0.37923 1.28204 -1.82346
O1 0.17269 0.17349 -1.22080
N1 -0.35980 0.36232 0.27390
C3 -1.03582 -0.84919 0.63555
H1 0.87628 3.11378 -3.02123
H2 0.51433 0.46473 0.79136
H3 -1.87763 -0.99538 -0.04514
H4 -0.39925 -1.74233 0.63011
H5 -1.42342 -0.69158 1.64535

Output
charge: 0
structure (SMILES): C#CONC

---

No. 2
ORCA calculation (ωB97M-V/def2-TZVPD) on a single C3H7NO2 molecule.

Cartesian coordinates (Å):
C1 -0.78908 1.15732 -0.15129
C2 -0.27855 -0.14005 0.44450
N1 -0.94446 -0.77271 1.49497
O1 -0.92421 -1.36749 -0.05785
C3 1.22498 -0.34800 0.31440
O2 1.72547 -0.08024 -0.98029
H1 -1.88055 1.13486 -0.26771
H2 -0.55813 1.96291 0.56127
H3 -0.29734 1.39678 -1.10215
H4 -1.83084 -1.15507 -0.33146
H5 1.44147 -1.37059 0.65006
H6 1.72777 0.34718 0.99531
H7 1.38346 -0.76492 -1.56974

Output
charge: 0

---

Number 1: E_tot -6725.010 eV. Number 2: E_tot -8805.133 eV.